The following is a quantum chemistry calculation of a molecular structure, C5H4N2O, from the OMol25 dataset.

Output
Relative energy (zero: lowest compared OMol25 entry of this formula, charge and spin) (kJ/mol): 380.2
Largest force on an atom (eV/Å): 10.7
Highest occupied orbital energy (Eh): -0.314
Multiplicity: 1
Orbital gap (eV): 8.98
Total charge: 0
E_tot (a.u.): -377.51923

Cartesian coordinates (Å):
C (-1.37, 1.07, -0.01)
C (0.06, 0.80, -0.14)
C (1.33, 1.04, 0.17)
C (1.28, -1.00, -0.07)
C (-0.02, -0.70, -0.10)
H (-1.82, -1.94, -0.43)
H (-1.71, 2.07, 0.30)
H (1.86, 1.87, -0.21)
H (1.74, -2.04, 0.36)
N (-1.35, -1.11, 0.19)
N (-2.16, 0.05, -0.04)
O (2.17, -0.11, 0.00)